--- w ---
The molecule CH5N3, computed with ωB97M-V/def2-TZVPD.

Positions of all 9 atoms, in Å:
1 N -0.29705 1.16899 0.90282
2 C 0.08163 0.08417 0.29868
3 N 0.96970 -0.06676 -0.80757
4 N -0.69613 -1.05618 0.58965
5 H -0.48255 2.06546 0.34479
6 H 1.07583 0.83912 -1.21120
7 H 1.75866 -0.72874 -1.04102
8 H -1.47705 -0.82141 1.25280
9 H -0.93302 -1.48464 -0.32895

Summary:
LUMO energy = 0.92 eV
E_HOMO = -8.26 eV
Frontier orbital gap = 9.18 eV
2S+1 = 1
Total charge = 0

Mulliken atomic charge list, values in e, 4 entries: -0.67, 0.50, -0.46, -0.55

--- x ---
The molecule CH5N3, computed with ωB97M-V/def2-TZVPD.

Positions of all 9 atoms, in Å:
1 N 1.25532 0.50388 -0.29303
2 C 0.12090 0.01574 0.01305
3 N -0.23797 -1.32295 -0.24594
4 N -0.91086 0.77273 0.50673
5 H 1.57641 1.30841 0.21728
6 H 0.59527 -1.82202 -0.54672
7 H -0.77521 -1.33444 -1.11285
8 H -1.75309 0.40145 0.91532
9 H -0.78823 1.75931 0.49435

Summary:
LUMO energy = 0.97 eV
E_HOMO = -9.19 eV
Frontier orbital gap = 10.15 eV
2S+1 = 1
Total charge = 0

Mulliken atomic charge list, values in e, 4 entries: -0.66, 0.54, -0.62, -0.41

Decreasing stability: x, w

--- w ---
The molecule CH5N3, computed with ωB97M-V/def2-TZVPD.

Positions of all 9 atoms, in Å:
1 H 0.05894 -2.01041 1.01071
2 N -0.60745 -1.77452 0.26632
3 C -0.42896 -0.59785 -0.18367
4 N 0.51315 0.35037 0.17357
5 N 0.43321 1.68461 -0.24013
6 H -1.07348 -0.24046 -0.98678
7 H 1.01445 0.21323 1.03820
8 H -0.50625 2.04343 -0.14378
9 H 0.70772 1.75810 -1.21467

Summary:
LUMO energy = 1.06 eV
E_HOMO = -9.30 eV
Frontier orbital gap = 10.36 eV
2S+1 = 1
Total charge = 0

Mulliken atomic charge list, values in e, 4 entries: 0.20, -0.60, 0.03, -0.11

--- x ---
The molecule CH5N3, computed with ωB97M-V/def2-TZVPD.

Positions of all 9 atoms, in Å:
1 H -1.79851 -2.06983 1.15356
2 N -1.73824 -1.35383 0.54070
3 N -0.35552 -0.97137 0.45082
4 N -0.20883 0.21281 -0.08426
5 C 1.05308 0.76801 -0.33107
6 H -1.10141 0.70565 -0.46773
7 H 1.02897 1.79662 0.11328
8 H 1.72808 -0.00929 0.10975
9 H 1.39236 0.92124 -1.48505

Summary:
LUMO energy = 0.88 eV
E_HOMO = -8.80 eV
Frontier orbital gap = 9.68 eV
2S+1 = 1
Total charge = 0

Mulliken atomic charge list, values in e, 4 entries: 0.21, -0.60, -0.21, 0.12

Decreasing stability: w, x

--- w ---
The molecule C4H7N3, computed with ωB97M-V/def2-TZVPD.

Positions of all 14 atoms, in Å:
1 N 2.80657 0.72392 -0.27418
2 C 1.70162 0.53212 -0.12899
3 C 0.31340 0.26110 0.13977
4 N -0.11529 -1.03297 0.70736
5 N -0.07964 -2.11075 -0.33767
6 C -0.81588 0.83143 -0.74174
7 C -0.53916 1.44966 0.59283
8 H -1.06811 -1.09711 1.06431
9 H 0.70271 -1.85849 -0.97487
10 H 0.30891 -2.86801 0.26101
11 H -1.56210 0.07882 -0.93862
12 H -0.59751 1.54418 -1.61804
13 H 0.02980 2.34189 0.73500
14 H -1.08533 1.20421 1.51383

Summary:
LUMO energy = 1.00 eV
E_HOMO = -8.89 eV
Frontier orbital gap = 9.89 eV
2S+1 = 1
Total charge = 0

Mulliken atomic charge list, values in e, 4 entries: -0.46, 0.19, 0.39, -0.29

--- x ---
The molecule C4H7N3, computed with ωB97M-V/def2-TZVPD.

Positions of all 14 atoms, in Å:
1 H -2.80922 0.57936 -0.50188
2 N -2.31162 -0.30478 -0.33732
3 C -1.06867 -0.15529 0.02888
4 C -0.16493 1.07080 0.37670
5 C 1.24146 0.78435 -0.27380
6 N 1.79838 -0.49602 -0.25631
7 C 0.94290 -1.43735 0.07960
8 N -0.38352 -1.32584 0.11231
9 H -0.14295 1.32827 1.46375
10 H -0.61678 1.90632 -0.05100
11 H 1.35520 0.93809 -1.40786
12 H 1.94820 1.52962 0.25290
13 H 1.30800 -2.43606 0.40996
14 H -1.09645 -1.98148 0.10408

Summary:
LUMO energy = 0.88 eV
E_HOMO = -8.64 eV
Frontier orbital gap = 9.52 eV
2S+1 = 1
Total charge = 0

Mulliken atomic charge list, values in e, 4 entries: 0.22, -0.79, 0.49, -0.60

--- y ---
A cluster of 2 separate species, C4H7N3 in total, computed with ωB97M-V/def2-TZVPD.

Positions of all 14 atoms, in Å:
1 C 2.06044 0.37038 0.13488
2 N 0.91760 0.56882 -0.73680
3 C -0.20143 1.10579 -0.29899
4 N -1.23029 1.33717 -1.01585
5 N -2.35938 0.79999 -1.15063
6 C -1.45102 -1.37069 0.88886
7 C -0.65635 -1.95337 1.58114
8 H 1.91416 0.98490 1.02499
9 H 2.13587 -0.68075 0.43809
10 H 2.98289 0.67274 -0.36917
11 H 0.94802 0.10759 -1.64243
12 H -2.93144 1.44069 -1.71238
13 H -2.14251 -0.83906 0.25470
14 H 0.03627 -2.47130 2.20576

Summary:
LUMO energy = 0.70 eV
E_HOMO = -8.77 eV
Frontier orbital gap = 9.47 eV
2S+1 = 1
Total charge = 0

Mulliken atomic charge list, values in e, 4 entries: -0.71, -0.19, -0.01, 0.08

--- z ---
The molecule C4H7N3, computed with ωB97M-V/def2-TZVPD.

Positions of all 14 atoms, in Å:
1 C -1.65053 -1.51330 1.26606
2 N -1.26362 -0.65298 0.11552
3 C 0.14115 -0.24516 0.17641
4 C 0.48623 0.56606 -0.83620
5 C 1.86072 1.55646 -0.93531
6 N 0.38853 1.24348 -1.86691
7 N -2.03528 -0.31879 -0.75855
8 H -2.71438 -1.70668 1.14156
9 H -1.45255 -0.98299 2.20294
10 H -1.07492 -2.44398 1.24046
11 H 0.80295 -0.59225 0.95460
12 H 2.20776 1.99486 -1.86952
13 H 1.71790 2.31433 -0.16595
14 H 2.58603 0.78096 -0.66511

Summary:
LUMO energy = 0.54 eV
E_HOMO = -7.56 eV
Frontier orbital gap = 8.11 eV
2S+1 = 1
Total charge = 0

Mulliken atomic charge list, values in e, 4 entries: -0.88, 0.63, -0.57, 0.67

Decreasing stability: x, w, y, z

--- w ---
The molecule C4H7N3, computed with ωB97M-V/def2-TZVPD.

Positions of all 14 atoms, in Å:
1 N -2.03412 1.75900 -2.28820
2 C -1.41159 1.12056 -1.54283
3 N -0.64572 0.45038 -0.65409
4 C 0.36988 1.12698 0.33801
5 C 1.10748 -0.10934 0.72393
6 C 0.27400 -1.33960 0.33044
7 N -0.99628 -0.80192 -0.04966
8 H -0.26827 1.55592 1.21204
9 H 1.02873 1.81353 -0.35877
10 H 1.27603 -0.08094 1.80132
11 H 2.15686 -0.04454 0.32001
12 H 0.72222 -1.96201 -0.53436
13 H 0.08099 -2.10075 1.21767
14 H -1.66020 -1.38727 -0.51550

Summary:
LUMO energy = 0.74 eV
E_HOMO = -8.24 eV
Frontier orbital gap = 8.98 eV
2S+1 = 1
Total charge = 0

Mulliken atomic charge list, values in e, 4 entries: -0.48, 0.31, 0.07, -0.37

--- x ---
A cluster of 2 separate species, C4H7N3 in total, computed with ωB97M-V/def2-TZVPD.

Positions of all 14 atoms, in Å:
1 H -2.35216 2.21185 0.60541
2 N -1.38453 1.95254 0.41197
3 C -1.23246 0.70799 0.60503
4 C -2.38049 -0.09680 1.04376
5 N -3.38712 -0.55648 1.38381
6 N -0.03332 -0.00366 0.45059
7 C 0.87134 0.45239 -0.32374
8 C 2.11691 -0.33151 -0.61182
9 H 0.77809 1.44113 -0.78899
10 H 2.00521 -1.39198 -0.37204
11 H 2.93055 0.07718 -0.00377
12 H 2.41763 -0.23523 -1.66225
13 H -0.18725 -2.21724 -0.72649
14 H -0.16239 -2.01018 -0.01148

Summary:
LUMO energy = -0.48 eV
E_HOMO = -10.59 eV
Frontier orbital gap = 10.11 eV
2S+1 = 1
Total charge = 0

Mulliken atomic charge list, values in e, 4 entries: 0.27, -0.60, 0.58, 0.15

Decreasing stability: x, w